# 1
Here is 3 unconnected molecules or ions with the total composition C16H28O8S from the OMol25 dataset. Energies are from ωB97M-V/def2-TZVPD.

Its multiplicity is 1. Its total energy is -1626.48472 hartree. The calculation puts the LUMO energy at 0.41 eV. For the frontier orbital gap, the calculation gives 9.67 eV.

Each line ends with the Mulliken charge.
Atoms and positions in Å:
C 0.4141 2.8612 1.5385  -1.449
C 0.0194 1.4332 1.0746  0.918
C -0.0037 1.4498 -0.4627  -1.073
O -0.6213 0.2818 -1.0762  -0.212
C -1.9130 0.4895 -1.3806  0.587
O -2.3548 0.5438 -2.4919  -0.465
O -2.7753 0.6486 -0.2543  -0.218
S -3.7309 -0.6299 0.0496  1.276
C -3.0932 -1.5299 1.4752  -0.899
O -3.8026 -1.5549 -1.0358  -0.621
O -5.0279 -0.1615 0.4076  -0.651
O 1.0161 0.5737 1.6049  -0.378
C 0.6377 -0.7987 1.6529  -0.026
C 1.4749 -1.5675 0.6180  0.508
C 0.9090 -2.4804 -0.2325  -0.313
C 1.7185 -3.1225 -1.1558  -0.768
C 3.0465 -2.8123 -1.1942  -0.345
C 3.6246 -1.9119 -0.3272  -0.688
C 2.8232 -1.2748 0.5927  -0.411
H 1.5068 2.8473 1.5870  0.304
H 0.0736 3.6165 0.8274  0.363
H 0.0012 3.0119 2.5350  0.376
H -0.9799 1.1440 1.4230  0.091
H -0.6076 2.3235 -0.7511  0.544
H 0.9883 1.6237 -0.8871  0.378
H -2.6733 -2.4714 1.1157  0.315
H -2.3856 -0.9407 2.0601  0.247
H -3.9266 -1.7884 2.1319  0.441
H -0.4275 -0.9620 1.4786  -0.410
H 0.9236 -1.1924 2.6380  0.529
H -0.1582 -2.6807 -0.1854  0.315
H 1.2648 -3.8507 -1.8212  0.521
H 3.6772 -3.2931 -1.9401  0.406
H 4.6813 -1.6636 -0.3202  0.382
H 3.2145 -0.5341 1.2819  0.410
C -1.2549 7.1795 4.2922  -1.125
C -1.1127 5.8808 3.5211  -0.158
O 0.1289 5.2439 3.8163  -0.501
H -0.4356 7.8573 4.0498  0.289
H -2.2000 7.6725 4.0592  0.343
H -1.2136 6.9960 5.3686  0.328
H -1.1335 6.0694 2.4484  0.279
H -1.9308 5.1952 3.7673  0.269
H 0.1473 5.0657 4.7615  0.280
C 0.6003 -4.4771 -5.7303  -1.089
C 1.8214 -4.5298 -4.8313  -0.083
O 1.8075 -5.7090 -4.0292  -0.506
H -0.3125 -4.5004 -5.1338  0.291
H 0.5995 -3.5715 -6.3389  0.316
H 0.5727 -5.3442 -6.3950  0.333
H 1.8351 -3.6755 -4.1554  0.175
H 2.7415 -4.5141 -5.4250  0.286
H 1.8057 -6.4662 -4.6220  0.288

Force components x, y, z for each atom (eV/Å):
-0.2 -1.2 -0.1
0.7 0.8 -0.7
-0.6 0.7 0.5
-0.5 0.3 0.3
-0.2 -0.1 -2.0
0.5 0.0 1.6
0.5 -0.9 0.0
-2.8 -1.7 0.0
0.5 0.2 0.2
1.7 0.1 -0.4
0.4 1.4 0.8
-1.0 -0.1 0.3
1.2 -0.7 -0.6
-1.1 1.0 1.2
-0.2 -0.2 -0.1
-1.1 -0.2 0.0
1.4 -0.7 -1.1
0.3 0.6 0.5
0.2 0.0 0.0
-0.2 0.3 0.1
0.0 0.1 0.3
0.2 0.4 -0.1
0.2 0.1 0.1
0.1 -0.2 0.0
-0.1 -0.6 0.0
0.2 0.3 -0.1
0.0 -0.1 -0.2
-0.2 0.3 -0.4
0.1 0.2 0.0
-0.3 0.2 0.0
0.1 0.0 -0.1
0.3 0.0 -0.1
-0.1 0.0 0.1
-0.1 -0.3 -0.3
0.0 -0.1 -0.1
0.0 0.1 0.0
0.1 0.0 0.4
0.0 0.0 -0.2
0.0 0.0 -0.1
0.0 0.0 0.0
-0.1 0.0 0.0
0.1 -0.1 0.0
-0.1 0.1 -0.1
0.0 0.0 0.0
0.0 0.1 0.0
-0.1 -0.3 -0.3
0.1 0.2 0.2
0.0 0.1 0.0
0.0 0.0 0.0
0.1 0.1 -0.1
0.0 -0.1 0.1
0.0 0.2 0.0
0.0 0.0 0.0

# 2
Here is 6 unconnected molecules or ions with the total composition C16H29BrClNO26S6 from the OMol25 dataset. Energies are from ωB97M-V/def2-TZVPD.

Its multiplicity is 1. Its total energy is -8060.91490 hartree. The calculation puts the LUMO energy at -2.19 eV. For the frontier orbital gap, the calculation gives 8.75 eV.

Each line ends with the Mulliken charge.
Atoms and positions in Å:
C -2.4923 5.7346 2.0747  -0.892
C -2.0161 5.4256 0.5017  -0.148
C -2.7465 4.0184 0.0858  -0.772
C -1.8509 3.0132 -0.8474  -0.501
C -0.3013 2.7988 -0.3634  0.195
Br 0.7046 3.7763 -1.8374  -0.026
O 0.0903 3.0504 1.0318  -0.231
S -0.2393 1.5223 1.7934  0.947
O -1.7210 1.5107 2.3330  -0.560
O 0.8862 1.3836 2.8795  -0.327
O -0.2217 0.3594 0.5007  -0.094
C 0.2689 1.2456 -0.6064  -0.194
Cl 2.1242 1.5187 -0.3697  0.048
O 0.2382 0.7068 -1.9769  0.321
N 1.0222 -0.4160 -2.0262  -0.004
O 1.7286 -0.3752 -3.0408  -0.362
H -3.4568 5.1058 2.3628  0.259
H -1.6519 5.4333 2.8490  0.193
H -2.8103 6.8734 2.2147  0.293
H -2.4073 6.3664 -0.1204  0.351
H -0.8454 5.4225 0.4099  0.180
H -3.1702 3.3943 0.9867  0.321
H -3.6961 4.3214 -0.5713  0.320
H -2.3800 1.9454 -0.7915  0.126
H -1.9728 3.3664 -1.9667  0.454
O -2.8752 -3.5556 -6.0203  -0.561
S -1.7191 -3.2909 -5.1929  1.139
O -1.0785 -4.3047 -4.3880  -0.551
O -2.0566 -2.0099 -4.2426  -0.258
C -1.1049 -0.9749 -4.4838  0.085
C -0.6564 -1.1624 -5.9307  -0.419
O -0.5839 -2.5738 -6.1190  -0.354
H -0.2686 -1.1129 -3.7909  -0.030
H -1.5575 0.0060 -4.3157  0.346
H 0.3115 -0.6965 -6.1304  0.328
H -1.4016 -0.7664 -6.6287  0.324
O 1.6613 4.4043 7.5044  -0.528
S 2.8327 3.5663 7.3756  1.070
O 4.0802 3.8487 8.0468  -0.528
O 3.1341 3.3541 5.7875  -0.304
C 3.1066 1.9613 5.4801  -0.068
C 2.1509 1.3386 6.4943  -0.266
O 2.3999 2.0309 7.7156  -0.333
H 4.1205 1.5661 5.5997  0.306
H 2.7750 1.8046 4.4502  0.089
H 2.3164 0.2658 6.6185  0.321
H 1.1075 1.5154 6.2126  0.279
O 4.6631 2.5759 -2.0279  -0.475
S 5.8346 1.7379 -2.1567  1.049
O 7.0820 2.0202 -1.4855  -0.549
O 6.1359 1.5257 -3.7448  -0.314
C 6.1085 0.1329 -4.0522  -0.377
C 5.1527 -0.4898 -3.0380  0.012
O 5.4017 0.2024 -1.8167  -0.284
H 7.1224 -0.2623 -3.9326  0.306
H 5.7769 -0.0238 -5.0821  0.313
H 5.3183 -1.5626 -2.9138  0.336
H 4.1093 -0.3130 -3.3197  0.015
O 0.2608 -5.4633 4.1529  -0.542
S 0.8061 -4.4492 3.2781  1.009
O 2.1536 -4.4981 2.7602  -0.536
O 0.5709 -2.9950 3.9766  -0.347
C -0.2034 -2.1698 3.1079  -0.013
C -1.0624 -3.1310 2.2907  -0.133
O -0.2208 -4.2511 2.0264  -0.253
H 0.4850 -1.6122 2.4646  0.089
H -0.8078 -1.4672 3.6878  0.293
H -1.4145 -2.6846 1.3577  0.229
H -1.9211 -3.4835 2.8719  0.216
O -5.6855 -2.6603 -0.6082  -0.567
S -4.5141 -3.4983 -0.7370  0.936
O -3.2666 -3.2160 -0.0658  -0.358
O -4.2127 -3.7105 -2.3251  -0.250
C -4.2402 -5.1033 -2.6325  -0.328
C -5.1959 -5.7260 -1.6183  -0.371
O -4.9469 -5.0337 -0.3970  -0.319
H -3.2262 -5.4985 -2.5129  0.274
H -4.5717 -5.2600 -3.6624  0.334
H -5.0303 -6.7988 -1.4941  0.316
H -6.2393 -5.5492 -1.8999  0.303

Force components x, y, z for each atom (eV/Å):
-0.2 0.2 0.2
-0.9 0.7 1.2
-0.4 0.1 -1.0
-1.7 -0.8 0.6
-0.7 -1.0 -2.9
-0.4 0.3 1.5
-1.5 -3.2 -1.7
-1.9 0.4 6.9
6.4 0.0 -2.8
-4.5 0.1 -5.2
1.0 3.9 -0.6
2.2 0.5 0.0
-1.1 -0.9 0.5
-1.7 1.8 2.5
3.9 -0.8 -3.6
-3.2 -0.2 3.9
2.1 1.3 -0.8
-1.7 0.8 -1.6
1.0 -2.5 -0.2
0.8 -2.4 1.0
-2.4 -0.2 0.2
1.2 1.5 -1.6
2.0 -0.9 1.4
1.1 2.2 0.0
0.9 -0.8 2.4
1.4 0.0 1.3
-0.2 -0.2 -0.1
-1.0 1.1 -1.2
0.0 -0.7 -0.9
0.6 0.2 0.0
-0.4 0.6 0.0
-0.4 -0.6 0.9
-0.4 -0.1 -0.4
-0.1 -0.3 0.0
-0.1 -0.3 0.0
0.1 0.1 0.1
1.7 -0.9 -0.1
0.0 0.3 0.2
-1.8 -0.2 -0.7
-0.5 0.2 1.0
0.3 -0.7 0.0
-0.4 0.0 -0.7
0.7 0.9 -0.1
-0.1 0.0 0.0
0.0 0.3 0.2
0.1 0.3 0.2
0.1 -0.1 -0.1
1.6 -0.8 -0.1
0.2 0.3 0.3
-1.9 -0.2 -0.7
-0.6 0.2 0.9
0.3 -0.7 0.0
-0.4 0.0 -0.7
0.7 0.9 -0.1
-0.1 0.0 0.0
0.0 0.3 0.2
0.1 0.3 0.2
0.2 -0.1 0.0
1.0 1.3 -1.0
0.0 -0.4 0.0
-1.7 -0.2 0.7
-0.1 -1.0 -0.2
-0.2 0.3 -0.6
-0.5 0.4 0.4
1.1 0.0 0.6
-0.1 0.0 0.0
0.2 -0.2 0.1
0.2 -0.3 0.1
0.0 0.1 -0.1
1.8 -0.8 0.0
-0.4 0.1 -0.1
-1.6 -0.1 -0.6
-0.5 0.3 1.1
0.3 -0.8 0.0
-0.4 0.0 -0.7
0.8 1.0 -0.1
-0.1 0.0 -0.1
0.0 0.3 0.2
0.1 0.3 0.2
0.1 -0.1 0.0

# 3
Here is a single C16H29BrN2O4P2 molecule from the OMol25 dataset. Energies are from ωB97M-V/def2-TZVPD.

Its multiplicity is 1. Its total energy is -4293.79156 hartree. The calculation puts the LUMO energy at 0.32 eV. The value obtained for the energy relative to the best compared isomer or geometry (same formula, charge and spin) is 213.8 kcal/mol. For the frontier orbital gap, the calculation gives 8.04 eV.

Each line ends with the Mulliken charge.
Atoms and positions in Å:
C 0.5536 -3.5166 2.2505  -0.338
O 0.1370 -3.9559 0.9100  -0.392
C 1.1629 -3.6870 -0.1119  -0.686
C 1.0927 -2.1274 -0.7134  0.798
C 2.4852 -1.4114 -0.3164  -0.786
C 2.5814 0.1879 -0.2736  -0.230
C 3.2581 1.0575 -1.5143  -0.655
O 3.0458 2.4448 -0.9806  -0.372
C 2.2127 2.5118 0.2686  -0.550
P 1.4164 4.1783 0.7192  0.288
N 2.6578 5.4055 0.2028  -0.739
O 1.2822 4.4356 2.4391  -0.472
C 1.2481 1.1716 -0.0302  0.791
C 0.5046 0.6561 1.3053  -0.192
C -1.0521 1.0532 1.5419  -0.838
C -2.0767 -0.2645 1.4360  0.519
C -3.4855 0.0886 0.6407  -0.796
N -3.6877 -0.7104 -0.6371  0.279
C -3.2733 -2.1551 -0.9734  -0.293
C -3.7618 -2.3493 -2.5440  -0.389
C -4.5092 -0.9746 -3.1103  -0.444
C -4.4220 0.0070 -1.7900  -0.243
P 0.3793 1.7158 -1.6229  0.199
O -0.8262 2.9944 -1.3487  -0.505
Br -0.9639 0.0493 -2.5104  -0.139
H 0.1497 -4.2301 3.1049  0.265
H 1.7093 -3.4298 2.4100  0.231
H 0.0346 -2.4656 2.4427  0.043
H 2.2411 -3.8909 0.3471  0.324
H 1.0741 -4.4559 -1.0213  0.268
H 1.0085 -2.2705 -1.8856  0.383
H 0.1114 -1.6115 -0.3409  -0.534
H 2.8037 -1.8272 0.7569  0.285
H 3.3265 -1.8298 -1.0512  0.220
H 3.4129 0.3590 0.5696  0.265
H 2.9382 0.8295 -2.6144  0.279
H 4.3908 0.7692 -1.5171  0.370
H 3.0085 2.4041 1.1525  0.308
H 3.6280 5.0139 0.4034  0.314
H 2.6593 5.4887 -0.8581  0.333
H 2.1981 4.3741 2.8634  0.315
H 0.5707 -0.5227 1.4936  -0.429
H 1.1170 1.1133 2.2254  0.450
H -1.4746 1.9411 0.9183  0.480
H -1.1466 1.3934 2.6839  0.238
H -2.4162 -0.5557 2.5438  0.356
H -1.5511 -1.2219 1.0140  -0.518
H -3.4748 1.2310 0.3322  0.330
H -4.4483 -0.0351 1.3362  0.193
H -2.7159 -2.8863 -0.2473  0.314
H -3.5981 -3.3220 -3.2052  0.259
H -4.9693 -0.7733 -4.1838  0.286
H -4.8375 1.1003 -1.7262  0.276
H -1.7093 2.5055 -1.1836  0.282

Force components x, y, z for each atom (eV/Å):
-0.7 0.8 1.0
2.1 0.3 0.3
0.8 0.1 -0.7
0.3 -1.5 -0.5
0.3 -0.7 0.0
0.8 0.8 -1.0
0.8 -1.5 1.8
-0.1 -0.1 -0.3
2.0 -2.0 0.1
-1.3 2.5 -0.9
0.9 -2.3 -0.2
3.2 -1.3 -1.7
1.5 -0.8 3.7
0.0 0.0 1.6
-0.8 -0.5 1.4
-0.8 0.2 0.8
-0.1 0.3 0.4
-1.2 -0.7 -3.5
-2.7 3.0 -4.6
-0.3 3.0 2.4
2.5 -0.7 6.2
1.1 -4.5 -2.2
-0.9 1.6 -1.5
-0.4 -3.8 0.6
0.5 0.7 1.0
0.7 1.2 -2.1
-2.1 -0.2 -0.6
1.3 -2.0 -0.2
-2.2 0.5 -0.8
-0.3 1.6 2.2
0.1 0.6 2.4
2.1 -0.9 -0.7
-0.8 1.1 -2.2
-1.7 1.0 1.5
-2.3 0.0 -1.5
-0.2 1.0 2.2
-1.8 1.0 0.2
-1.8 -0.7 -1.3
-1.3 0.7 -0.3
-0.4 -0.2 1.7
-1.7 0.2 -0.5
0.0 2.6 -0.8
-1.2 -0.9 -2.0
1.1 -1.6 0.9
0.2 -0.6 -2.6
0.9 0.6 -2.4
-1.0 2.0 0.5
0.0 -2.4 0.5
2.2 0.1 -1.4
-1.3 1.9 -1.6
-0.3 2.3 1.8
1.2 -0.4 2.8
1.1 -2.5 0.3
1.8 1.3 -0.3

# 4
Here is a molecular structure, C16H29CdCl8FO16S from the OMol25 dataset. Energies are from ωB97M-V/def2-TZVPD.

Its multiplicity is 1. Its total energy is -6177.88435 hartree. The calculation puts the LUMO energy at -0.74 eV. For the frontier orbital gap, the calculation gives 7.85 eV.

Each line ends with the Mulliken charge.
Atoms and positions in Å:
Cd -0.8457 0.2227 0.9305  3.534
S -0.0001 -1.4279 -0.8807  1.059
O -0.6601 -2.3800 -1.7640  -0.488
O -0.6012 -0.0581 -1.0211  -0.900
O -0.3042 -1.6866 0.5631  -1.365
O 1.4295 -1.3900 -1.0940  -0.662
C 1.6663 3.7046 1.7507  -0.522
O 2.6841 2.7218 1.5747  -0.401
C 2.3259 1.4799 1.3064  0.198
O 1.1786 1.1172 1.1668  0.030
O 3.3930 0.7842 0.9994  -0.309
C 3.3737 -0.6065 1.2745  -0.468
H 0.7226 3.2463 2.0450  0.029
H 1.5309 4.2882 0.8415  0.304
H 2.0359 4.3357 2.5565  0.333
H 2.5162 -1.1868 0.9355  0.024
H 3.4948 -0.7944 2.3442  0.323
H 4.2186 -1.0371 0.7390  0.297
C -2.5147 5.2925 1.8828  -0.727
O -2.0883 3.9404 1.6480  -0.372
C -1.9009 3.3384 0.5032  0.286
O -1.3759 2.2504 0.4692  -0.894
O -2.2926 4.0355 -0.5438  -0.389
C -1.8354 3.5249 -1.8086  -0.668
H -2.7309 5.2814 2.9466  0.243
H -3.3662 5.5420 1.2558  0.319
H -1.6715 5.9605 1.7087  0.306
H -0.7521 3.5714 -1.9161  0.192
H -2.2460 4.2369 -2.5231  0.295
H -2.1854 2.5254 -2.0547  0.143
C -1.6770 -2.3196 4.1080  -0.501
O -0.9775 -1.3217 4.8487  -0.383
C -0.4787 -0.2762 4.2258  0.696
O -0.6089 0.0515 3.0730  -0.438
O 0.1826 0.4220 5.1310  -0.369
C 0.5816 1.7591 4.8083  -0.454
H -2.2167 -1.8470 3.2875  0.222
H -2.3935 -2.7664 4.7940  0.295
H -1.0342 -3.1261 3.7600  0.166
H -0.2257 2.1856 4.2075  0.167
H 1.4751 1.7131 4.1863  0.166
H 0.7214 2.3110 5.7290  0.330
C -0.7331 -0.2378 -3.3590  0.687
C -1.7547 0.2840 -2.3779  1.072
O -2.9599 -0.0789 -3.0144  -0.561
C -2.7424 -0.2691 -4.3453  0.479
O -3.5610 -0.5426 -5.1561  -0.563
O -1.4154 -0.1757 -4.6106  -0.468
F -1.6272 1.6705 -2.3229  0.039
H -0.5002 -1.2787 -3.1122  -0.129
H 0.2064 0.2892 -3.5106  -0.669
H -1.6307 -0.0819 -1.3603  0.044
C 1.8795 -3.3734 -2.8511  1.832
Cl 1.3567 -3.0643 -4.5080  -0.194
Cl 2.9437 -4.7159 -2.5969  -0.178
H 2.2873 -2.4414 -2.4728  -0.587
H 0.9608 -3.5378 -2.2941  -0.780
C -1.7636 -4.5060 -2.2415  0.938
Cl -3.5330 -4.7110 -1.9693  -0.227
Cl -1.2041 -5.9026 -3.1979  -0.184
H -1.5484 -3.5943 -2.7841  -0.218
H -1.3406 -4.4718 -1.2468  -0.304
C 1.1827 -4.0971 1.2406  0.803
Cl 1.6521 -5.6653 0.5472  -0.158
Cl 1.7114 -3.8272 2.9357  -0.222
H 1.7130 -3.3297 0.6939  -0.378
H 0.1091 -3.9875 1.2331  -0.009
C 2.6269 0.6981 -2.9991  1.257
Cl 3.2298 0.6504 -4.6816  -0.200
Cl 3.4621 1.9453 -2.0383  -0.207
H 1.5816 0.9326 -3.1466  -0.339
H 2.8639 -0.1985 -2.4483  -0.220

Force components x, y, z for each atom (eV/Å):
-1.0 2.8 4.2
2.3 -2.9 0.3
0.3 1.2 2.0
12.5 -0.6 5.4
0.1 -2.6 0.1
-0.1 0.6 0.4
-0.2 0.1 0.4
0.2 -0.1 0.2
0.2 0.6 -1.7
0.3 -0.1 0.8
0.0 0.1 0.7
0.4 -1.6 0.1
0.0 0.0 -0.1
0.1 -0.1 -0.1
-0.1 0.1 -0.1
-0.4 0.8 -0.2
0.1 0.2 0.0
0.1 0.2 0.1
0.3 -0.3 -0.4
0.2 -0.6 1.2
-1.0 2.3 -1.0
0.0 -0.5 -0.2
0.7 0.1 1.7
-1.3 6.3 -0.1
-0.3 0.2 -0.1
0.0 0.1 0.1
-0.1 0.1 -0.2
0.1 0.1 0.6
0.1 0.3 0.0
-3.7 5.4 2.2
-0.7 -0.2 -0.3
0.4 -0.1 -0.2
0.2 -0.1 1.8
-0.4 0.1 -0.1
0.1 0.0 0.5
-0.5 -0.3 -1.1
0.1 -0.2 -0.1
0.0 0.2 0.1
0.3 0.3 -0.1
0.2 0.3 0.1
0.1 0.2 0.2
0.1 -0.2 0.1
0.2 -0.2 -1.1
-5.6 -1.1 -6.4
-0.6 0.9 -1.4
0.3 -0.3 -0.3
-0.4 0.2 -0.1
-0.5 -0.1 0.0
4.2 -10.3 -3.9
-0.2 0.7 -0.9
-0.6 0.3 0.4
-6.7 -0.1 -2.4
-0.8 0.6 0.3
0.1 -0.2 -0.4
0.6 -0.4 -0.3
0.4 -0.6 -0.3
0.3 -0.3 -0.1
-1.1 -1.0 -0.4
0.2 0.4 0.0
0.3 0.2 0.3
-0.5 -0.7 -0.2
0.3 -0.3 -0.2
0.6 -0.1 0.1
-0.2 0.3 0.5
-0.1 -0.3 0.0
-0.3 0.0 -0.3
0.0 0.0 -0.2
0.8 0.5 -0.5
0.1 -0.2 0.4
-0.3 0.3 -0.1
0.3 0.1 0.8
-0.4 -0.4 -0.4